Record 1
Below is a 2-piece molecular cluster, C2H9N3O overall in a non-equilibrium geometry, with properties calculated with wB97M-V/def2-TZVPD.

## Properties
Charge   0
SMILES   [H]/N=C/N.NCO
Max |F|   3.48 eV/Å
Highest occupied orbital energy   -8.948 eV
HOMO-LUMO gap   0.35629 Eh
LUMO level   0.747 eV
DFT total energy   -321.05469 Ha

XYZ file:
```
15
Properties=species:S:1:pos:R:3:forces:R:3:mulliken_charge:R:1
H 1.374197 2.033060 -0.466312 0.2 -0.4 0.1 0.178
N 1.285783 1.196923 0.121870 -0.1 1.5 2.8 -0.543
C 1.115395 1.646457 1.349650 -1.8 -1.4 -1.1 0.040
N 0.683052 0.921824 2.471985 0.5 -0.5 -2.5 -0.386
H 0.972428 2.690395 1.592709 1.0 0.7 -0.3 0.238
H 0.818266 1.333021 3.357018 -0.2 0.3 0.8 0.207
H 0.057554 0.130889 2.356551 0.7 0.1 0.1 0.217
N -1.930711 -1.284014 -1.135859 1.1 0.5 -1.0 -0.446
C -0.604809 -1.356191 -1.765473 0.4 -3.0 1.8 -0.405
O 0.566612 -1.272677 -0.895360 0.7 1.5 -0.2 -0.533
H -2.093263 -1.951625 -0.377747 0.2 0.9 -0.4 0.223
H -2.334310 -0.357869 -1.093347 0.0 -0.4 0.6 0.185
H -0.533341 -2.433947 -2.033305 0.0 0.5 0.0 0.258
H -0.522412 -0.885652 -2.722694 -0.1 1.2 -0.2 0.362
H 1.145560 -0.410594 -0.759685 -2.5 -1.6 -0.5 0.405
```
Forces are in eV/Å.


Record 2
Below is a 2-piece molecular cluster, C2H9N3O overall in a non-equilibrium geometry, with properties calculated with wB97M-V/def2-TZVPD.

## Properties
Charge   0
SMILES   [H]/N=C/N.NCO
Max |F|   2.95 eV/Å
Highest occupied orbital energy   -9.020 eV
HOMO-LUMO gap   0.36503 Eh
LUMO level   0.913 eV
DFT total energy   -321.08623 Ha

XYZ file:
```
15
Properties=species:S:1:pos:R:3:forces:R:3:mulliken_charge:R:1
H -0.548238 0.226900 2.769597 0.0 0.4 0.1 0.199
N -0.194846 0.416868 1.846609 -0.2 -0.3 -1.9 -0.640
C 0.278554 1.586109 1.649056 1.2 -0.2 2.7 -0.062
N 0.938187 2.061746 0.565829 -1.1 -1.0 0.3 -0.366
H 0.412177 2.175472 2.564838 -0.1 0.7 -0.4 0.294
H 1.304973 2.985181 0.658799 0.0 0.2 -0.5 0.210
H 0.719923 1.578652 -0.302737 0.4 0.5 -0.2 0.298
N -0.730402 -2.398002 -1.149861 0.3 0.7 -0.5 -0.597
C 0.019215 -1.164281 -1.514692 1.3 -1.3 1.5 -0.140
O -0.465021 -0.056702 -0.832410 -0.4 0.7 -0.3 -0.623
H -1.560667 -2.060111 -0.689785 -0.5 -0.2 -0.1 0.248
H -0.973687 -2.916749 -1.984387 -0.3 0.0 0.1 0.217
H 0.080851 -0.957282 -2.579628 -0.4 0.1 -0.1 0.263
H 1.041467 -1.379610 -1.148273 0.0 0.3 -0.4 0.232
H -0.322486 -0.098191 0.147045 -0.2 -0.6 -0.1 0.466
```
Forces are in eV/Å.


Record 3
Below is a 2-piece molecular cluster, C2H9N3O overall in a non-equilibrium geometry, with properties calculated with wB97M-V/def2-TZVPD.

## Properties
Charge   +1
Max |F|   1.98 eV/Å
Highest occupied orbital energy (spin up / spin down)   -13.197 / -13.189 eV
HOMO-LUMO gap (spin up / spin down)   0.32739 / 0.16009 Eh
Spin multiplicity   2
LUMO level (spin up / spin down)   -4.288 / -8.833 eV
DFT total energy   -320.76588 Ha

XYZ file:
```
15
Properties=species:S:1:pos:R:3:forces:R:3:mulliken_charge:R:1
N -0.407936 -0.710819 -2.511880 -0.2 -0.6 0.0 -0.473
C 0.863655 -0.249271 -2.110456 -0.1 0.5 -0.1 -0.298
O 1.208002 -0.434254 -0.702787 -0.3 -0.1 0.3 -0.539
H -0.515636 -1.711071 -2.626609 0.2 0.1 0.0 0.234
H -1.221875 -0.346416 -2.037161 0.2 0.3 0.0 0.198
H 1.654785 -0.701010 -2.705233 -0.1 -0.2 -0.1 0.323
H 0.906132 0.827487 -2.263239 0.1 0.0 0.1 0.301
H 1.173342 -1.385887 -0.540614 0.1 0.0 0.0 0.280
N 0.208361 0.892658 1.505035 -1.0 -1.7 0.3 -0.150
C -0.546087 0.668848 2.580747 1.3 0.3 0.0 0.154
N -1.851005 0.674575 2.456957 -0.6 0.4 -0.2 -0.383
H -0.277128 0.922739 0.605364 0.2 0.3 0.0 0.306
H 1.133483 0.457800 1.432520 0.2 0.8 0.0 0.339
H -0.048527 0.494515 3.533614 0.2 -0.1 -0.2 0.386
H -2.279565 0.600104 3.383743 -0.2 -0.1 -0.1 0.322
```
Forces are in eV/Å.


Record 4
Below is a 2-piece molecular cluster, C2H9N3O2 overall, with properties calculated with wB97M-V/def2-TZVPD.

## Properties
Charge   0
SMILES   [H]/N=C/ON.CON
Max |F|   0.76 eV/Å
Highest occupied orbital energy   -9.297 eV
HOMO-LUMO gap   0.37423 Eh
LUMO level   0.886 eV
DFT total energy   -396.20870 Ha

XYZ file:
```
16
Properties=species:S:1:pos:R:3:forces:R:3:mulliken_charge:R:1
H -1.598038 0.375622 -2.350248 -0.2 -0.3 0.0 0.181
N -1.497052 0.390765 -1.344117 0.1 0.3 0.0 -0.640
C -2.132416 -0.501300 -0.720704 0.0 0.0 -0.7 0.165
O -2.121731 -0.599180 0.598813 -0.1 -0.3 0.6 -0.278
N -1.378110 0.390139 1.304138 -0.1 0.5 0.4 -0.550
H -2.775376 -1.289226 -1.130118 0.1 0.2 0.0 0.404
H -1.355273 1.211305 0.695553 0.0 -0.2 0.0 0.350
H -0.415641 0.034005 1.372905 -0.3 0.0 -0.4 0.484
C 1.772953 0.794744 -0.472896 -0.3 0.0 0.0 -0.325
O 2.204385 -0.445605 0.051913 0.1 -0.6 0.4 -0.301
N 1.313787 -0.901295 1.076626 0.1 0.2 -0.2 -0.501
H 0.769384 0.718368 -0.901495 0.1 0.1 0.1 0.075
H 2.494205 1.032613 -1.251374 0.0 0.1 0.0 0.287
H 1.787601 1.572018 0.297133 0.0 0.0 0.0 0.219
H 1.077576 -1.861645 0.832123 0.2 0.1 0.0 0.216
H 1.853745 -0.921327 1.941747 0.1 -0.1 -0.3 0.214
```
Forces are in eV/Å.


Record 5
Below is one molecule with the formula C2H9N3O2S in a non-equilibrium geometry, with properties calculated with wB97M-V/def2-TZVPD.

## Properties
Charge   0
SMILES   CN(C)NS(N)(=O)=O
Max |F|   3.66 eV/Å
Highest occupied orbital energy   -9.192 eV
HOMO-LUMO gap   0.35502 Eh
LUMO level   0.468 eV
DFT total energy   -794.44239 Ha

XYZ file:
```
17
Properties=species:S:1:pos:R:3:forces:R:3:mulliken_charge:R:1
C -1.916217 0.560360 -0.615186 1.1 1.7 1.0 -1.007
N -0.805873 -0.349770 -0.474392 0.2 -0.1 0.9 -0.036
C -1.175547 -1.519467 0.316283 -2.4 1.5 1.6 -0.797
N 0.242320 0.348660 0.088185 1.1 1.2 0.3 -0.218
S 1.776242 -0.120832 -0.263376 -0.3 3.5 -1.2 1.068
N 2.486263 1.330394 0.289636 -2.6 -1.0 0.6 -0.528
O 2.192359 -1.172476 0.547455 0.8 -2.4 1.9 -0.592
O 1.917729 -0.254935 -1.669932 0.2 0.3 -0.3 -0.578
H -1.697243 1.236222 -1.427248 0.1 0.5 -0.1 0.298
H -2.808245 0.068891 -0.855727 -1.2 -1.0 -0.2 0.425
H -2.057338 1.161308 0.363269 0.0 -0.8 -1.3 0.321
H -1.557520 -2.156175 -0.437683 -0.2 -1.6 -0.2 0.332
H -0.356152 -1.888774 0.955157 -0.5 0.0 -0.6 0.318
H -2.145520 -1.212980 0.971240 2.2 -0.9 -0.8 0.247
H 0.169951 0.976013 0.914330 -0.5 -0.8 -0.6 0.285
H 3.387666 1.558317 0.003061 1.7 0.0 -0.7 0.237
H 2.347133 1.435246 1.294923 0.4 -0.2 -0.4 0.224
```
Forces are in eV/Å.


Record 6
Below is a 2-piece molecular cluster, C2H9N3O3 overall in a non-equilibrium geometry, with properties calculated with wB97M-V/def2-TZVPD.

## Properties
Charge   0
SMILES   CN(N)C(=O)O.NO
Max |F|   3.67 eV/Å
Highest occupied orbital energy   -8.579 eV
HOMO-LUMO gap   0.32834 Eh
LUMO level   0.356 eV
DFT total energy   -471.49376 Ha

XYZ file:
```
17
Properties=species:S:1:pos:R:3:forces:R:3:mulliken_charge:R:1
C -0.340620 1.475171 -0.933776 -0.1 -0.2 -0.1 -0.958
N 0.078663 0.105962 -0.649065 -0.5 0.0 0.8 0.056
N 1.168675 -0.425163 -1.401911 -0.6 0.4 -0.3 -0.729
C -0.958459 -0.838173 -0.210698 -0.6 0.1 -2.0 0.684
O -2.049415 -0.494215 0.191328 1.9 -0.2 -0.1 -0.568
O -0.625041 -2.093426 -0.558170 0.0 0.8 0.8 -0.470
H -0.806719 1.518145 -1.921618 0.0 0.2 -0.1 0.346
H 0.531325 2.132479 -0.897748 -0.1 -0.1 0.0 0.322
H -1.068915 1.799003 -0.188118 0.1 -0.1 -0.1 0.321
H 1.989705 0.163972 -1.240600 -0.3 -0.4 0.2 0.280
H 0.953199 -0.338361 -2.400079 0.0 -0.1 0.2 0.237
H 0.314758 -2.021493 -0.825253 0.0 -0.4 0.0 0.439
N 0.134008 -0.094933 2.861032 0.0 0.3 -0.4 -0.453
O 0.826835 -0.719413 1.763042 0.6 1.1 -2.2 -0.463
H -0.601063 -0.765901 3.095141 0.0 0.2 -0.2 0.275
H -0.332524 0.719118 2.455823 -0.2 -0.2 0.3 0.260
H 0.785587 -0.122771 0.860668 -0.2 -1.6 3.3 0.421
```
Forces are in eV/Å.


Record 7
Below is one molecule with the formula C2H9N3OS in a non-equilibrium geometry, with properties calculated with wB97M-V/def2-TZVPD.

## Properties
Charge   0
SMILES   CN=[S@@](N)(=O)NC
Max |F|   5.20 eV/Å
Highest occupied orbital energy   -8.908 eV
HOMO-LUMO gap   0.35257 Eh
LUMO level   0.686 eV
DFT total energy   -719.17606 Ha

XYZ file:
```
16
Properties=species:S:1:pos:R:3:forces:R:3:mulliken_charge:R:1
C 0.942104 1.205735 -2.087453 -1.5 0.1 0.0 -0.767
N 0.882221 1.420476 -0.679195 -3.1 0.5 4.0 -0.502
S -0.284591 0.708380 0.146271 4.7 -1.5 -1.7 0.950
N -0.125014 1.251978 1.712978 0.6 0.4 -1.6 -0.539
O -1.666470 0.524883 -0.154837 -0.7 0.5 -0.4 -0.599
N 0.387774 -0.927841 0.348672 0.3 1.4 -1.4 -0.295
C -0.565757 -1.925511 0.725072 0.8 0.8 2.3 -0.909
H -0.062345 0.973514 -2.448600 0.2 -0.1 -0.7 0.292
H 1.587484 0.390991 -2.149420 1.1 -1.7 -1.2 0.266
H 1.357092 2.027033 -2.655306 0.0 0.4 0.2 0.272
H 0.887751 1.375563 1.661717 0.1 0.2 1.0 0.326
H -0.391163 0.512819 2.361222 0.1 0.1 -0.2 0.305
H 1.002119 -1.328677 -0.374155 -0.3 1.5 0.2 0.246
H -0.485356 -2.801640 0.133728 -0.8 -0.6 -0.9 0.319
H -0.170066 -2.203123 1.694111 -0.7 -0.8 0.7 0.282
H -1.486871 -1.374301 0.875817 -0.8 -1.1 -0.4 0.354
```
Forces are in eV/Å.


Record 8
Below is one molecule with the formula C2H9N3OS in a non-equilibrium geometry, with properties calculated with wB97M-V/def2-TZVPD.

## Properties
Charge   0
Max |F|   4.37 eV/Å
Highest occupied orbital energy   -8.817 eV
HOMO-LUMO gap   0.35520 Eh
LUMO level   0.848 eV
DFT total energy   -719.19720 Ha

XYZ file:
```
16
Properties=species:S:1:pos:R:3:forces:R:3:mulliken_charge:R:1
C 0.989816 -0.093708 -1.212690 0.8 -1.1 -2.9 -0.375
C 0.028618 1.615209 0.325730 3.9 -1.7 1.0 -0.765
N 1.094446 -1.364056 -0.558115 0.1 -1.9 -2.0 -0.498
N -1.203622 -0.734686 1.384185 0.5 -2.6 1.6 -0.585
N -0.091646 0.604813 -0.688669 -2.3 0.7 0.7 -0.166
O -2.603152 0.371021 -0.313249 -2.9 2.6 0.0 -0.556
S -1.455562 -0.439519 -0.365697 3.3 -2.7 0.9 0.543
H 1.936200 0.470688 -1.255577 -0.5 0.3 0.3 0.392
H 1.420987 -1.453899 0.336894 0.4 1.2 3.4 0.153
H 0.727311 -0.327780 -2.336131 0.7 0.2 1.9 0.235
H 0.202365 2.596704 -0.018454 0.2 1.1 -0.8 0.299
H -0.893257 1.553531 0.771802 -1.9 0.6 1.9 0.435
H 0.925593 1.336944 1.077004 -2.1 0.6 -1.3 0.206
H 1.802842 -1.963062 -0.940490 0.0 -0.3 -1.4 0.215
H -1.999139 -0.439597 1.993064 0.6 -0.1 -1.3 0.239
H -0.881807 -1.732600 1.800390 -0.9 3.0 -2.0 0.229
```
Forces are in eV/Å.


Record 9
Below is a 2-piece molecular cluster, C2H9N4 overall in a non-equilibrium geometry, with properties calculated with wB97M-V/def2-TZVPD.

## Properties
Charge   +1
Max |F|   7.40 eV/Å
Highest occupied orbital energy   -14.526 eV
HOMO-LUMO gap   0.37873 Eh
LUMO level   -4.221 eV
DFT total energy   -300.33823 Ha

XYZ file:
```
15
Properties=species:S:1:pos:R:3:forces:R:3:mulliken_charge:R:1
C 1.892260 0.406422 -0.613285 -1.9 -4.0 5.9 -0.229
C -0.047386 0.010646 0.906954 -1.8 0.4 2.8 0.616
N 0.746449 0.407761 -0.049045 2.0 1.2 -1.0 -0.269
N -0.888269 -1.008757 0.768478 -0.6 -0.8 -0.1 -0.349
N -0.217251 0.851393 1.994896 0.8 -1.1 -0.9 -0.385
N -0.794883 -0.423340 -1.645651 2.6 0.4 -1.1 -0.837
H 2.680731 -0.273591 -0.234118 -0.3 0.4 -0.4 0.264
H 2.047761 1.072005 -1.308668 1.0 3.3 -4.1 0.406
H -1.164450 -1.104167 -0.262876 0.9 -0.3 1.2 0.323
H -1.516607 -1.329298 1.519467 0.7 0.8 -0.5 0.223
H 0.529123 1.500406 2.160838 0.0 0.2 0.3 0.232
H -0.824564 0.599410 2.772776 0.4 0.0 -0.5 0.236
H -1.438349 -0.880943 -2.181987 -1.9 -1.8 -2.3 0.256
H 0.099311 -0.332438 -2.173251 -1.1 -0.8 0.4 0.223
H -1.103876 0.504490 -1.654528 -0.8 1.9 0.3 0.292
```
Forces are in eV/Å.


Record 10
Below is a 3-piece molecular cluster, C2H9N4O overall in a non-equilibrium geometry, with properties calculated with wB97M-V/def2-TZVPD.

## Properties
Charge   +1
Max |F|   4.51 eV/Å
Highest occupied orbital energy   -13.100 eV
HOMO-LUMO gap   0.36564 Eh
LUMO level   -3.150 eV
DFT total energy   -375.56588 Ha

XYZ file:
```
16
Properties=species:S:1:pos:R:3:forces:R:3:mulliken_charge:R:1
C 1.159431 -0.198902 1.907635 0.0 0.0 1.1 0.534
C 0.833404 0.010047 -2.041981 0.7 -1.6 0.0 -0.322
N 1.896500 -1.061050 2.238222 0.7 -0.5 -0.1 -0.361
N -1.767632 1.371601 -0.074778 -0.7 -1.7 2.4 -0.426
N 0.022277 -0.139982 -1.064028 0.8 1.1 -0.6 -0.092
N -0.192177 -1.297237 -0.459638 -3.3 0.6 3.1 -0.487
O 0.313748 0.557720 1.632733 -0.4 0.7 -0.3 -0.560
H 1.178710 1.020705 -2.365798 -0.8 -1.1 0.1 0.260
H 1.274694 -0.960192 -2.431401 0.0 1.5 0.1 0.207
H -1.163378 0.837509 -0.793996 -0.4 -0.5 -0.1 0.369
H 2.670282 -1.169177 2.876748 -0.2 0.1 -0.2 0.313
H -2.189160 2.223019 -0.347997 0.0 1.4 -0.3 0.351
H -2.509462 0.860065 0.481247 0.8 0.2 -1.4 0.352
H 0.250625 -2.137645 -0.648240 1.3 -1.6 -0.9 0.172
H -0.773108 -1.300148 0.464579 1.6 0.2 -2.8 0.239
H -1.004754 1.383666 0.626692 -0.2 1.2 0.0 0.450
```
Forces are in eV/Å.